w) ORCA calculation (ωB97M-V/def2-TZVPD) on an isolated molecule of C4H12Si2.

```
18
Properties=species:S:1:pos:R:3
C -1.15 -2.42 0.75
C -0.76 -1.00 0.45
C -0.64 -0.23 1.75
C -0.75 -0.58 -0.81
Si -0.26 1.49 -1.34
Si 1.95 1.92 -1.26
H -1.55 -2.54 1.85
H -1.79 -2.84 -0.12
H -0.25 -3.13 0.77
H -0.15 0.87 1.58
H 0.06 -0.75 2.43
H -1.44 0.14 2.33
H -0.74 -1.28 -1.63
H -1.03 2.17 -0.15
H -1.08 1.52 -2.69
H 2.11 3.43 -1.06
H 2.49 1.24 -0.08
H 3.02 1.72 -2.30
```

Computed properties:
SMILES string ... CC(C)=C[SiH2][SiH3]
LUMO energy ... 0.79 eV
HOMO ... -0.3352 Eh
Kohn-Sham gap ... 9.9 eV


x) ORCA calculation (ωB97M-V/def2-TZVPD) on an isolated molecule of C4H12Si2.

```
18
Properties=species:S:1:pos:R:3
C 0.48 1.34 2.24
C 0.11 0.38 1.15
C -1.36 0.12 1.04
C 1.02 -0.19 0.37
Si 0.73 -1.40 -1.05
Si -0.19 -0.38 -2.91
H 0.03 2.32 2.04
H 0.10 1.00 3.20
H 1.55 1.47 2.31
H -1.73 -0.33 1.96
H -1.59 -0.55 0.21
H -1.90 1.06 0.89
H 2.05 0.08 0.54
H -0.10 -2.52 -0.57
H 2.04 -1.99 -1.34
H 0.67 0.68 -3.47
H -0.43 -1.33 -4.00
H -1.48 0.26 -2.64
```

Computed properties:
SMILES string ... CC(C)=C[SiH2][SiH3]
LUMO energy ... 0.97 eV
HOMO ... -0.3395 Eh
Kohn-Sham gap ... 10.2 eV


Energy ordering: x) at the bottom, the next structure 49.7 kcal/mol above.